DFT (ωB97M-V/def2-TZVPD) results for a 9-piece molecular cluster, C27H79O34P7S2 overall at a distorted geometry.

Positions of all 149 atoms, in Å:
C  0.624  -0.985  4.474
C  -0.814  -1.476  4.471
O  -1.092  -2.098  3.202
S  -2.494  -3.006  3.087
C  -1.871  -4.479  3.945
O  -3.580  -2.397  3.854
O  -2.591  -3.430  1.681
H  0.848  -0.611  5.473
H  0.834  -0.232  3.714
H  1.336  -1.776  4.239
H  -1.012  -2.160  5.297
H  -1.370  -0.543  4.562
H  -2.692  -5.195  3.919
H  -1.596  -4.291  4.983
H  -1.042  -4.912  3.384
C  1.978  -1.194  1.084
C  0.890  -0.307  0.680
O  -0.225  -1.008  -0.045
S  -1.476  -0.129  -0.669
C  -2.464  0.077  0.933
O  -0.922  1.172  -1.116
O  -2.254  -1.023  -1.540
H  2.826  -0.681  1.537
H  2.305  -1.747  0.204
H  1.605  -1.963  1.761
H  0.497  0.161  1.583
H  1.266  0.481  0.028
H  -1.775  0.176  1.772
H  -3.145  -0.760  1.088
H  -2.963  1.039  0.817
C  1.240  2.949  -1.747
O  1.949  4.132  -2.075
P  3.553  4.046  -2.518
O  3.855  2.947  -3.472
O  3.927  5.572  -3.034
C  3.822  6.648  -2.109
O  4.253  3.892  -1.078
C  5.666  3.710  -0.984
H  0.478  2.784  -2.509
H  0.777  3.109  -0.773
H  1.986  2.157  -1.669
H  2.795  6.685  -1.747
H  3.998  7.635  -2.537
H  4.531  6.446  -1.305
H  6.238  4.418  -0.385
H  6.260  3.712  -1.898
H  5.866  2.778  -0.456
C  2.083  -5.216  -3.346
O  2.902  -5.379  -2.226
P  2.166  -5.808  -0.820
O  1.112  -6.898  -0.897
O  3.419  -6.030  0.202
C  3.923  -7.371  0.404
O  1.529  -4.368  -0.287
C  0.147  -4.155  -0.404
H  1.052  -5.102  -3.013
H  2.174  -5.997  -4.101
H  2.366  -4.303  -3.870
H  4.833  -7.432  -0.193
H  3.252  -8.222  0.282
H  4.308  -7.431  1.421
H  -0.225  -3.619  -1.277
H  -0.185  -3.593  0.469
H  -0.474  -5.050  -0.343
C  3.578  -5.021  3.842
O  4.793  -4.353  4.152
P  4.969  -2.749  3.966
O  6.273  -2.136  4.260
O  4.397  -2.571  2.480
C  5.053  -3.233  1.383
O  3.771  -2.105  4.970
C  3.877  -0.719  5.331
H  3.630  -5.571  2.903
H  2.721  -4.366  4.002
H  3.444  -5.836  4.553
H  4.398  -3.750  0.683
H  5.845  -3.951  1.597
H  5.620  -2.474  0.844
H  2.950  -0.219  5.614
H  4.180  -0.119  4.473
H  4.652  -0.558  6.080
C  -8.104  0.834  1.164
O  -7.910  0.239  -0.107
P  -6.415  -0.087  -0.590
O  -5.407  0.941  -0.271
O  -6.529  -0.480  -2.193
C  -5.417  -0.936  -2.870
O  -6.233  -1.560  0.064
C  -5.738  -1.819  1.364
H  -8.224  -0.003  1.852
H  -8.962  1.501  1.244
H  -7.264  1.454  1.478
H  -4.689  -1.461  -2.252
H  -4.872  -0.071  -3.249
H  -5.687  -1.635  -3.661
H  -6.309  -2.591  1.879
H  -5.594  -0.973  2.036
H  -4.748  -2.258  1.237
C  -0.559  2.466  5.338
O  -0.891  3.537  4.456
P  -1.314  3.319  2.921
O  -2.474  2.411  2.783
O  0.037  2.800  2.150
C  1.287  3.526  2.313
O  -1.480  4.848  2.373
C  -1.746  4.987  0.972
H  -0.335  1.512  4.861
H  -1.180  2.391  6.231
H  0.394  2.765  5.775
H  2.092  2.810  2.477
H  1.318  4.394  2.972
H  1.527  3.827  1.294
H  -2.427  5.834  0.878
H  -2.292  4.119  0.603
H  -0.857  5.095  0.350
C  -4.946  6.436  -1.350
O  -3.637  6.042  -1.663
P  -3.187  5.567  -3.132
O  -3.449  6.515  -4.202
O  -1.609  5.140  -2.824
C  -0.673  5.045  -3.934
O  -3.905  4.147  -3.224
C  -3.698  3.216  -2.232
H  -5.351  5.709  -0.646
H  -5.664  6.441  -2.171
H  -4.805  7.410  -0.883
H  -0.540  4.014  -4.263
H  0.296  5.507  -3.743
H  -1.069  5.590  -4.791
H  -4.496  2.486  -2.371
H  -3.775  3.561  -1.201
H  -2.739  2.709  -2.335
C  1.745  -1.491  -2.615
O  0.716  -2.004  -3.404
P  0.801  -1.877  -5.024
O  -0.165  -2.755  -5.745
O  0.723  -0.296  -5.329
C  -0.431  0.402  -4.928
O  2.308  -2.305  -5.367
C  2.795  -2.332  -6.701
H  1.749  -2.214  -1.800
H  1.576  -0.460  -2.304
H  2.765  -1.632  -2.973
H  -0.203  1.338  -4.418
H  -1.225  -0.085  -4.362
H  -0.923  0.805  -5.814
H  3.226  -3.307  -6.929
H  3.440  -1.508  -7.009
H  1.997  -2.173  -7.426

The relative energy (zero: lowest compared OMol25 entry of this formula, charge and spin) comes out at 95.84 kcal/mol. As for the maximum force: 4.37 eV Å⁻¹. The molar mass is 1228.847 g mol⁻¹. The calculation puts the gap between HOMO and LUMO at 10.250 eV. The value obtained for the HOMO energy is -0.3773 hartree. As for the SMILES: CCOS(C)(=O)=O.CCOS(C)(=O)=O.COP(=O)(OC)OC.COP(=O)(OC)OC.COP(=O)(OC)OC.COP(=O)(OC)OC.COP(=O)(OC)OC.COP(=O)(OC)OC.COP(=O)(OC)OC. Its total energy is -185599.147 eV. The multiplicity is 1.

DFT (ωB97M-V/def2-TZVPD) results for C5H14N2 in the gas phase at a distorted geometry.

Positions of all 21 atoms, in Å:
C  0.963  -2.331  2.108
C  1.678  -1.354  1.107
N  0.771  -0.516  0.320
C  0.696  -0.025  -0.997
C  -0.169  1.248  -1.174
N  -1.534  0.882  -0.878
C  -2.449  2.104  -1.169
H  1.823  -2.861  2.639
H  0.361  -1.672  2.817
H  0.451  -3.161  1.658
H  2.422  -0.784  1.544
H  2.377  -1.948  0.461
H  0.072  -0.072  1.029
H  1.638  0.350  -1.415
H  0.400  -0.880  -1.639
H  -0.120  1.402  -2.395
H  0.241  2.096  -0.690
H  -1.660  0.563  0.123
H  -2.367  2.591  -0.227
H  -3.435  1.718  -1.158
H  -2.160  2.651  -2.064

The relative energy (zero: lowest compared OMol25 entry of this formula, charge and spin) comes out at 67.04 kcal/mol. As for the maximum force: 5.39 eV Å⁻¹. The molar mass is 102.181 g mol⁻¹. The calculation puts the gap between HOMO and LUMO at 9.042 eV. The value obtained for the HOMO energy is -0.2912 hartree. As for the SMILES: CCNCCNC. Its total energy is -8389.712 eV. The multiplicity is 1.

DFT (ωB97M-V/def2-TZVPD) results for C3H4N2O2 in the gas phase.

Positions of all 11 atoms, in Å:
O  -2.460  0.434  -0.402
C  -1.396  0.456  0.373
N  0.757  1.175  -0.808
C  1.258  0.352  -0.003
O  2.487  0.341  0.626
C  0.528  -0.884  0.114
N  -0.790  -0.823  0.162
H  -2.922  1.272  -0.258
H  2.912  1.155  0.311
H  0.983  -1.869  0.023
H  -1.357  -1.609  -0.139

The relative energy (zero: lowest compared OMol25 entry of this formula, charge and spin) comes out at 146.74 kcal/mol. As for the maximum force: 0.49 eV Å⁻¹. The molar mass is 100.077 g mol⁻¹. The calculation puts the gap between HOMO and LUMO (alpha / beta) at 6.954 / 6.959 eV. The value obtained for the HOMO energy (alpha / beta) is -0.2804 / -0.2806 hartree. Its total energy is -10245.902 eV. The multiplicity is 1.

DFT (ωB97M-V/def2-TZVPD) results for a 2-piece molecular cluster, C5H11ClN overall.

Positions of all 18 atoms, in Å:
C  1.655  0.495  0.665
C  -0.401  -3.542  -0.452
C  0.380  0.628  0.377
C  0.361  3.128  0.241
C  -0.466  1.845  0.240
N  -1.555  -3.859  -0.901
Cl  -0.566  -0.869  0.112
H  2.155  -0.453  0.753
H  2.266  1.367  0.823
H  -0.182  -3.573  0.605
H  0.408  -3.312  -1.133
H  -0.298  3.985  0.131
H  1.068  3.130  -0.584
H  0.905  3.242  1.175
H  -1.043  1.783  -0.687
H  -1.186  1.866  1.067
H  -2.327  -4.094  -0.282
H  -1.767  -3.852  -1.897

The relative energy (zero: lowest compared OMol25 entry of this formula, charge and spin) comes out at 29.50 kcal/mol. As for the maximum force: 0.35 eV Å⁻¹. The molar mass is 120.603 g mol⁻¹. The calculation puts the gap between HOMO and LUMO at 7.826 eV. The value obtained for the HOMO energy is -0.4776 hartree. Its total energy is -19368.047 eV. The multiplicity is 1. As for the net charge: +1.

DFT (ωB97M-V/def2-TZVPD) results for C4H9NO2 as an isolated structure.

Positions of all 16 atoms, in Å:
C  -2.485  0.007  -0.417
C  -1.046  0.514  -0.336
C  -0.246  -0.271  0.688
O  1.108  0.221  0.792
C  1.951  -0.203  -0.126
O  1.657  -1.032  -1.073
N  3.210  0.115  -0.251
H  -2.990  0.084  0.553
H  -3.063  0.588  -1.141
H  -2.519  -1.043  -0.731
H  -0.556  0.418  -1.311
H  -1.030  1.575  -0.062
H  -0.657  -0.149  1.693
H  -0.216  -1.335  0.437
H  3.710  0.729  0.376
H  2.901  -0.751  -1.227

The relative energy (zero: lowest compared OMol25 entry of this formula, charge and spin) comes out at 54.35 kcal/mol. As for the maximum force: 0.26 eV Å⁻¹. The molar mass is 103.121 g mol⁻¹. The calculation puts the gap between HOMO and LUMO at 10.714 eV. The value obtained for the HOMO energy is -0.3583 hartree. Its total energy is -9877.704 eV. The multiplicity is 1.

DFT (ωB97M-V/def2-TZVPD) results for C7H9N3O2 in the gas phase at a distorted geometry.

Positions of all 21 atoms, in Å:
N  -1.651  0.705  -1.626
C  -1.708  0.676  -0.197
C  -0.511  1.239  0.498
C  0.682  0.378  0.224
C  2.121  0.825  0.467
C  3.160  -0.046  0.114
C  2.694  -1.324  -0.429
N  1.339  -1.651  -0.490
N  0.419  -0.766  -0.242
C  -2.094  -0.618  0.340
O  -2.588  -1.458  -0.492
O  -1.926  -1.059  1.643
H  -2.573  0.581  -2.004
H  -1.111  -0.172  -1.828
H  -2.468  1.331  0.141
H  -0.712  1.311  1.519
H  -0.581  2.329  0.134
H  2.206  1.718  1.021
H  4.255  0.291  0.192
H  3.353  -2.328  -0.525
H  -2.307  -1.964  1.539

The relative energy (zero: lowest compared OMol25 entry of this formula, charge and spin) comes out at 74.38 kcal/mol. As for the maximum force: 7.13 eV Å⁻¹. The molar mass is 167.168 g mol⁻¹. The calculation puts the gap between HOMO and LUMO at 9.436 eV. The value obtained for the HOMO energy is -0.3416 hartree. As for the SMILES: N[C@H](Cc1cccnn1)C(=O)O. Its total energy is -15967.692 eV. The multiplicity is 1.